(1)
The following is a DFT calculation (ωB97M-V/def2-TZVPD) of a cluster of 2 separate species, C4H10BrCl2NO6PS2 in total.

Summary:
- max |F| (eV/A) = 8.18
- LUMO (hartree) = 0.0893
- gap between HOMO and LUMO (eV) = 8.45
- net charge = -1

Each line ends with the Mulliken charge.
Positions of all 27 atoms, in Å:
C -1.75174 -2.33320 -0.24479  -0.907
C -1.88898 -0.81685 -0.84929  -0.328
C -0.71581 0.23024 -0.39061  -0.311
Br -1.64699 1.99790 -0.01991  -0.125
S 0.18613 -0.21845 1.18776  0.969
O -0.77656 -0.69203 2.34610  -0.648
O 0.80798 1.12836 1.72835  -0.635
N 1.44202 -1.41168 0.96617  -0.449
S 2.60396 -0.94046 -0.24887  0.928
O 4.02487 -1.07922 0.42284  -0.651
O 2.50313 0.52906 -0.72242  -0.612
P 2.64284 -2.17354 -2.00184  0.352
O 2.69152 -1.08708 -3.40561  -0.497
O 1.20052 -3.13703 -2.15645  -0.485
H -2.34711 -2.34365 0.78982  0.271
H -2.39118 -3.03784 -0.96206  0.303
H -0.65683 -2.71262 -0.08333  0.257
H -1.80165 -0.92220 -2.03517  0.232
H -2.96191 -0.32368 -0.67558  0.309
H -0.03466 0.42608 -1.32147  0.373
H 2.08587 -0.30012 -3.16432  0.343
H 1.52654 -4.03837 -2.48983  0.349
C -0.85914 4.53258 2.66446  -0.207
Cl -0.75339 5.84698 3.84187  -0.191
Cl -2.16707 4.81679 1.50959  -0.191
H 0.08659 4.46462 2.12122  0.267
H -1.04894 3.59544 3.19337  0.284

(2)
The following is a DFT calculation (ωB97M-V/def2-TZVPD) of a structure of composition C3H4O3Zn.

Summary:
- max |F| (eV/A) = 5.89
- LUMO (alpha / beta) (hartree) = -0.0858 / -0.0858
- gap between HOMO and LUMO (alpha / beta) (eV) = 4.48 / 4.64
- ΔE to the lowest compared entry with this formula, charge and spin (kcal per mole) = 134.2

Each line ends with the Mulliken charge.
Positions of all 11 atoms, in Å:
O -1.47262 -0.05160 -0.99256  -0.381
C -0.30086 -0.50218 -0.56033  0.753
O 0.79050 -0.13797 -1.20882  -0.558
Zn 2.03861 -0.09099 0.10879  0.397
O 0.90860 -0.31864 1.49247  -0.717
C -0.25230 -0.67450 0.85127  0.090
H -0.83608 -1.51502 1.25179  0.369
C -2.13810 0.49978 0.50944  -0.879
H -2.66537 0.75524 1.44747  0.265
H -3.09671 0.00243 0.27831  0.298
H -1.52660 1.38892 0.75466  0.362

(3)
The following is a DFT calculation (ωB97M-V/def2-TZVPD) of the ion C7H13N2 with charge +1.

Summary:
- max |F| (eV/A) = 3.84
- SMILES = CC1(C)CCN[C@H]2C=[N+]21
- LUMO (hartree) = -0.1850
- gap between HOMO and LUMO (eV) = 9.24
- net charge = +1
- ΔE to the lowest compared entry with this formula, charge and spin (kcal per mole) = 103.7

Each line ends with the Mulliken charge.
Positions of all 22 atoms, in Å:
C -0.96462 1.43759 -0.27772  -1.332
C -0.38471 0.31327 0.50555  1.237
C -0.91523 0.05896 1.91814  -1.636
C 1.15936 0.10139 0.40202  -0.828
C 1.61788 -0.12665 -1.03713  -0.588
N 1.00792 -1.36401 -1.80940  -0.329
C -0.42315 -1.43703 -1.50893  -0.695
C -0.99726 -2.15992 -0.34954  -0.023
N -0.88401 -0.90536 -0.21792  0.258
H -1.99415 1.78671 0.06438  0.366
H -1.05510 1.20439 -1.44118  0.321
H -0.28773 2.31810 -0.22038  0.347
H -2.03355 0.05691 1.88770  0.445
H -0.71922 0.98271 2.53420  0.375
H -0.57001 -0.86816 2.41123  0.382
H 1.53560 -0.75137 0.98784  0.347
H 1.75495 0.91973 0.72408  0.479
H 1.12675 0.58282 -1.70363  0.384
H 2.78116 -0.19768 -1.21567  0.360
H 1.31810 -2.26618 -1.32363  0.328
H -1.04963 -1.30543 -2.37270  0.382
H -1.40676 -2.89687 0.28692  0.422

(4)
The following is a DFT calculation (ωB97M-V/def2-TZVPD) of a cluster of 2 separate species, C59H71N4O3 in total.

Summary:
- max |F| (eV/A) = 3.61
- LUMO (hartree) = -0.1494
- gap between HOMO and LUMO (eV) = 3.57
- net charge = +1
- ΔE to the lowest compared entry with this formula, charge and spin (kcal per mole) = 0.0

Each line ends with the Mulliken charge.
Positions of all 137 atoms, in Å:
C 3.40001 1.36116 6.17038  -0.849
O 3.90762 0.10541 5.66935  -0.447
C 4.92624 0.11101 4.78169  0.969
C 5.82923 1.17744 4.56862  -0.887
C 6.77769 1.06358 3.54846  -0.964
C 6.89984 -0.09128 2.78023  -0.730
C 6.07561 -1.19926 3.08551  0.421
O 6.20076 -2.44364 2.56250  -0.347
C 7.32375 -2.75618 1.70333  -0.918
C 5.04780 -1.05110 4.01769  0.487
N 4.23610 -2.19402 4.30558  0.606
C 2.87119 -2.27377 4.28645  -0.173
C 2.02195 -1.21146 3.77473  1.281
C 0.57576 -1.45191 3.71246  -0.805
C -0.32865 -0.49364 4.04063  -0.216
C -1.75765 -0.74110 4.15125  0.542
C -2.57779 0.02615 5.02086  -0.444
C -3.91922 -0.29875 5.21765  -0.660
C -4.49658 -1.36140 4.50075  -0.450
C -3.72023 -2.09285 3.59019  -0.680
C -2.36388 -1.79302 3.42180  0.078
O 2.55425 -0.14272 3.39851  -0.621
N 2.56547 -3.51091 4.74610  0.129
C 1.25991 -4.12260 4.89716  -0.818
C 3.72824 -4.20887 5.03853  -0.892
C 4.76188 -3.39144 4.78290  -0.266
H 2.63878 1.08482 6.90630  0.263
H 4.19956 1.94192 6.65206  0.385
H 2.94919 1.94903 5.35885  0.291
H 5.77061 2.07183 5.19303  0.287
H 7.44132 1.90799 3.35784  0.417
H 7.63701 -0.16450 1.97462  0.437
H 7.19538 -3.81211 1.45116  0.270
H 7.30436 -2.14274 0.78776  0.345
H 8.27450 -2.60461 2.23740  0.386
H 0.27799 -2.44166 3.35181  0.494
H 0.02976 0.49199 4.35582  0.397
H -2.12350 0.86266 5.55548  0.412
H -4.52674 0.27907 5.92029  0.381
H -5.54966 -1.61520 4.64372  0.409
H -4.15923 -2.91034 3.01170  0.431
H -1.74963 -2.37456 2.73305  -0.068
H 1.41427 -5.01606 5.51140  0.350
H 0.55170 -3.45016 5.39725  0.317
H 0.85716 -4.44658 3.92667  0.349
H 3.71760 -5.22367 5.39519  0.444
H 5.81644 -3.56162 4.86510  0.562
C -0.96112 -2.57866 -0.50285  -1.779
C -1.89961 -3.22844 -1.50961  3.017
C -1.04201 -3.81990 -2.63707  -1.644
C -2.60830 -4.37982 -0.77324  -1.934
C -3.00554 -2.32631 -2.14136  0.287
C -3.82288 -3.00811 -3.05171  -1.030
C -4.97623 -2.43221 -3.54661  -1.827
C -5.33621 -1.15660 -3.13515  -0.459
C -4.56963 -0.39357 -2.24508  0.418
C -5.32601 0.88675 -1.69262  2.770
C -4.54041 2.14165 -1.32827  -1.736
C -6.09622 0.41653 -0.45110  -1.894
C -6.32771 1.39758 -2.75095  -2.143
C -3.30461 -0.97211 -1.85106  0.074
N -2.26340 -0.13917 -1.32106  1.447
C -1.10854 0.23198 -2.01121  -0.432
C -0.55586 -0.40875 -3.09477  -1.560
C 0.75471 -0.15383 -3.65668  -0.145
C 1.89361 0.06803 -2.84491  0.224
C 3.07327 0.55218 -3.40592  -0.633
C 3.19938 0.65655 -4.80028  -0.832
C 2.12786 0.28900 -5.62369  -0.596
C 0.92328 -0.13194 -5.06464  -0.780
N -0.73536 1.45488 -1.49227  2.138
C 0.18116 2.40524 -2.05213  -0.966
C -0.08710 3.03348 -3.31012  0.098
C -1.41675 3.04725 -4.17143  2.912
C -1.06488 3.20191 -5.66491  -2.099
C -2.24055 4.24929 -3.68617  -1.921
C -2.33199 1.83905 -4.15259  -1.086
C 0.86910 3.94098 -3.78157  -0.115
C 1.99297 4.29009 -3.05031  -1.695
C 2.16003 3.76777 -1.78242  -0.497
C 1.30784 2.77900 -1.27137  0.410
C 1.77852 2.26150 0.13718  3.084
C 3.27338 1.88980 0.06344  -1.829
C 1.12974 1.02944 0.75367  -1.414
C 1.60190 3.43490 1.11121  -1.783
C -1.45157 1.65447 -0.31741  -1.287
C -2.34680 0.65507 -0.18936  -1.750
H -1.49631 -2.09872 0.32473  -0.261
H -0.33105 -3.37819 -0.07885  0.961
H -0.28878 -1.86371 -0.98680  -0.099
H -1.64127 -4.39090 -3.35541  0.377
H -0.53148 -3.01770 -3.18239  0.197
H -0.28474 -4.49321 -2.21395  0.489
H -3.24098 -4.97068 -1.44573  0.367
H -1.86899 -5.05341 -0.32119  0.493
H -3.24357 -3.98075 0.02895  0.359
H -3.57906 -4.03162 -3.33601  0.420
H -5.61169 -2.98395 -4.23978  0.390
H -6.27816 -0.77622 -3.52568  0.286
H -3.79995 2.40329 -2.08851  0.256
H -5.23822 2.99470 -1.30075  0.753
H -4.09793 2.11310 -0.32894  0.261
H -6.78524 -0.39720 -0.71193  0.394
H -5.40940 0.03562 0.31747  0.310
H -6.67896 1.24042 -0.01775  0.438
H -7.19929 0.74277 -2.85810  0.452
H -6.71535 2.38490 -2.46554  0.431
H -5.83011 1.51326 -3.72419  0.386
H -1.22688 -1.05624 -3.65001  1.595
H 1.80968 -0.16484 -1.78191  0.729
H 3.90405 0.84493 -2.76171  0.295
H 4.13517 1.01927 -5.22661  0.405
H 2.23733 0.33525 -6.71256  0.384
H 0.08086 -0.42654 -5.69726  0.402
H -0.26978 2.49657 -5.94348  0.351
H -1.94189 2.96189 -6.28040  0.456
H -0.76303 4.22227 -5.92711  0.485
H -2.45204 4.16363 -2.61143  0.338
H -1.69939 5.19066 -3.84547  0.418
H -3.19974 4.30726 -4.22005  0.418
H -2.68102 1.56849 -3.15895  -0.913
H -3.23731 2.08316 -4.74407  0.683
H -1.86911 0.96660 -4.62164  0.299
H 0.71902 4.45134 -4.72987  0.218
H 2.72762 4.98093 -3.46663  0.395
H 2.98675 4.13762 -1.17623  0.307
H 3.91228 2.72988 -0.22648  0.448
H 3.62147 1.53475 1.04401  0.336
H 3.41944 1.08050 -0.66260  0.224
H 0.17524 1.23700 1.25048  0.242
H 1.04061 0.19775 0.04499  -0.215
H 1.78345 0.67866 1.56561  0.218
H 0.55210 3.75654 1.13436  0.388
H 1.89692 3.15304 2.13100  0.245
H 2.20705 4.29676 0.80617  0.358
H -1.28715 2.51572 0.30642  0.832
H -3.04476 0.46010 0.60836  1.078

(5)
The following is a DFT calculation (ωB97M-V/def2-TZVPD) of a cluster of 2 separate species, C4H13N2O in total.

Summary:
- max |F| (eV/A) = 6.19
- LUMO (hartree) = -0.1733
- gap between HOMO and LUMO (eV) = 7.28
- net charge = +1
- ΔE to the lowest compared entry with this formula, charge and spin (kcal per mole) = 138.6

Each line ends with the Mulliken charge.
Positions of all 20 atoms, in Å:
C -1.32469 -1.05175 -0.88159  -0.788
C -0.67322 -1.98164 0.15615  -0.284
C 0.61581 -1.68133 0.82898  -0.518
C 1.36161 -0.57164 0.40083  -0.443
N 0.89030 0.61904 1.02752  -0.096
N -1.25814 0.41794 -0.50989  -0.636
H -0.64487 -1.11686 -1.73980  0.369
H -2.30101 -1.37338 -1.12371  0.424
H -1.30050 -1.99586 1.14879  0.259
H -0.48387 -2.96088 -0.16633  0.370
H 1.07068 -2.20436 1.63362  0.462
H 2.41155 -0.49399 -0.04775  0.317
H 1.60984 1.38629 0.83289  0.397
H 0.88551 0.44366 2.04231  0.385
H 0.03024 0.90664 0.66375  0.260
H -2.11985 0.50393 0.08769  0.269
H -1.30543 0.99122 -1.39465  0.232
H 0.70769 3.91948 -0.44852  0.302
H 1.15858 3.17798 -1.71267  0.342
O 0.66978 3.06550 -0.79760  -0.624

(6)
The following is a DFT calculation (ωB97M-V/def2-TZVPD) of a cluster of 2 separate species, C2H6NS in total.

Summary:
- max |F| (eV/A) = 1.33
- LUMO (hartree) = 0.1463
- gap between HOMO and LUMO (eV) = 6.74
- net charge = -1
- ΔE to the lowest compared entry with this formula, charge and spin (kcal per mole) = 11.9

Each line ends with the Mulliken charge.
Positions of all 10 atoms, in Å:
S -0.82083 -1.35436 -2.98081  -0.832
H -2.11651 -1.51281 -3.25373  -0.053
C 0.52472 1.14471 1.65787  -0.816
C -0.05929 0.31711 0.77960  -0.007
N 0.49353 -0.56673 -0.12446  -0.320
H 1.57620 1.04017 1.93120  0.202
H -0.05084 1.77762 2.31840  0.240
H -1.12322 0.32188 0.69703  0.326
H 1.46943 -0.74662 0.04441  0.166
H 0.10682 -0.42098 -1.06951  0.093

(7)
The following is a DFT calculation (ωB97M-V/def2-TZVPD) of an isolated molecule of C5H14N2.

Summary:
- max |F| (eV/A) = 2.57
- SMILES = CNCCN(C)C
- LUMO (hartree) = 0.0396
- gap between HOMO and LUMO (eV) = 9.63
- ΔE to the lowest compared entry with this formula, charge and spin (kcal per mole) = 46.3

Each line ends with the Mulliken charge.
Positions of all 21 atoms, in Å:
C 2.92477 1.48008 0.01402  -0.869
N 1.98759 0.54120 0.64787  -0.414
C 1.12311 0.01150 -0.43655  -0.512
C 0.00215 -0.77957 0.22823  -0.775
N -1.32371 -0.41257 -0.40775  -0.031
C -2.13141 -1.53730 -0.85987  -0.954
C -2.07530 0.44080 0.61972  -1.075
H 3.31830 1.02257 -0.90755  0.315
H 2.45082 2.45913 -0.28842  0.282
H 3.70653 1.65923 0.74363  0.327
H 1.40804 1.06264 1.37620  0.256
H 0.74192 0.79720 -1.11858  0.351
H 1.81076 -0.65115 -1.02877  0.293
H -0.02635 -0.61303 1.35943  0.412
H 0.20594 -1.88316 0.20786  0.421
H -3.03193 -1.13353 -1.38142  0.280
H -2.54924 -2.22939 -0.05225  0.321
H -1.57014 -2.27045 -1.45913  0.344
H -2.49572 -0.09573 1.47709  0.393
H -1.50152 1.28525 1.08314  0.274
H -2.97462 0.84627 0.18310  0.362

(8)
The following is a DFT calculation (ωB97M-V/def2-TZVPD) of the ion C6H13N2S with charge +1.

Summary:
- max |F| (eV/A) = 3.14
- SMILES = CS[C@@H](C#N)[N+](C)(C)C
- LUMO (hartree) = -0.1139
- gap between HOMO and LUMO (eV) = 10.47
- net charge = +1
- ΔE to the lowest compared entry with this formula, charge and spin (kcal per mole) = 67.8

Each line ends with the Mulliken charge.
Positions of all 22 atoms, in Å:
C -3.01624 -0.46183 0.75453  -0.773
S -1.94014 -1.11704 -0.44100  0.080
C -0.79517 0.25644 -0.87600  0.338
C -1.28487 1.60694 -0.64223  -0.207
N -1.84082 2.61147 -0.57588  -0.314
N 0.67961 0.08729 -0.28125  -0.465
C 1.30274 -1.14378 -0.72719  -0.928
C 1.54682 1.23114 -0.74493  -0.868
C 0.50603 0.18880 1.24200  -0.854
H -2.35267 0.05355 1.43947  0.223
H -3.46492 -1.24258 1.27900  0.418
H -3.90648 0.16354 0.48037  0.318
H -0.56192 0.12135 -2.03398  0.369
H 0.55772 -1.88597 -0.57399  0.439
H 1.31900 -1.07829 -1.79664  0.467
H 2.29120 -1.32443 -0.38711  0.364
H 1.12040 2.05399 -0.23574  0.506
H 2.53252 0.92624 -0.49845  0.405
H 1.54799 1.28845 -1.89366  0.308
H -0.01854 1.06683 1.63032  0.380
H 0.06130 -0.82984 1.50189  0.415
H 1.52249 0.19157 1.70021  0.378